Formula: C26H20Cl2N3O6Pb
Source: the OMol25 dataset
Level of theory: ωB97M-V/def2-TZVPD

Output
- E_tot: -74327.5024 eV
- Energy above the lowest of the compared OMol25 structures with the same formula, charge and spin: 0.214 eV
- Charge: +1
- Largest force on an atom: 0.02801 Eh/bohr
- HOMO-LUMO gap: 6.279 eV
- Highest occupied orbital energy: -0.3978 Ha

Atoms and positions in Å:
Pb (2.718382, -0.346854, 0.135069)
C (3.596846, 3.132163, 0.344738)
O (2.245721, 2.622664, 0.348035)
C (1.372046, 3.184287, -0.514139)
C (1.758500, 4.081318, -1.507301)
C (0.827772, 4.607880, -2.386096)
C (-0.510854, 4.247787, -2.305352)
C (-0.915190, 3.349509, -1.342353)
C (0.014777, 2.820818, -0.456801)
N (-0.504754, 1.873989, 0.493042)
N (-1.698721, 1.467484, 0.575219)
C (-1.734802, 0.565643, 1.583802)
C (-0.461951, 0.467078, 2.094836)
O (0.326249, 1.310492, 1.408580)
C (-0.079145, -0.384607, 3.141796)
C (-1.094404, -1.151479, 3.627505)
C (-2.447121, -1.103708, 3.134168)
C (-3.436718, -1.941225, 3.681491)
C (-4.719908, -1.899160, 3.200992)
C (-5.063121, -1.019263, 2.160895)
C (-4.122176, -0.187326, 1.606444)
C (-2.809329, -0.225677, 2.089681)
H (3.582459, 4.204316, 0.537056)
H (4.100418, 2.617865, 1.156599)
H (4.106191, 2.901992, -0.590351)
H (2.796415, 4.364860, -1.591510)
H (1.157760, 5.304757, -3.144926)
H (-1.236563, 4.659585, -2.991727)
H (-1.950339, 3.045060, -1.264981)
H (0.930615, -0.431500, 3.521000)
H (-0.880265, -1.844183, 4.432683)
H (-3.172266, -2.617492, 4.484736)
H (-5.475020, -2.547086, 3.624476)
H (-6.079557, -1.000698, 1.791360)
H (-4.380476, 0.489375, 0.802822)
N (2.126718, 0.028844, -2.222871)
C (3.346000, -0.054560, -3.050286)
C (4.515905, 0.565602, -2.291060)
O (5.327481, 1.245257, -2.874555)
O (4.519647, 0.295860, -1.012322)
H (1.407108, -0.628128, -2.502965)
H (1.711079, 0.953451, -2.306427)
H (3.236298, 0.437435, -4.014007)
H (3.578846, -1.107514, -3.212277)
Cl (-2.622458, -5.894361, -0.890359)
C (-1.669846, -4.452639, -0.751764)
C (-2.295991, -3.201008, -0.888273)
C (-1.571650, -2.050185, -0.759892)
Cl (-2.349615, -0.512773, -1.002409)
C (-0.179089, -2.046038, -0.440002)
O (0.427852, -0.944964, -0.232211)
C (0.440330, -3.330035, -0.404347)
C (1.857791, -3.526464, -0.312946)
O (2.763075, -2.681666, -0.209239)
C (-0.325996, -4.513074, -0.544198)
H (-3.354033, -3.150599, -1.109101)
H (2.177594, -4.576711, -0.356210)
H (0.171511, -5.474380, -0.493742)

Atomic forces in eV per Å
0.3 0.1 0.3
0.0 0.0 0.1
0.0 0.0 -0.1
0.0 -0.2 0.0
-0.1 0.0 0.0
0.0 0.0 0.0
0.0 0.1 -0.1
-0.1 0.0 0.0
-0.1 -0.2 0.2
0.1 0.2 -0.1
0.3 0.6 0.5
-0.2 0.2 0.4
0.1 0.0 0.1
0.2 0.1 0.1
-0.1 0.0 -0.1
-0.1 -0.1 0.0
0.1 0.0 0.1
0.0 0.0 0.0
0.0 0.0 0.0
0.0 0.0 0.0
0.0 0.0 0.1
0.1 0.1 0.0
0.0 0.0 0.0
0.0 0.0 0.0
0.0 0.0 0.0
0.0 0.0 0.0
0.0 0.0 0.0
0.0 0.0 0.0
0.1 0.0 0.0
0.0 0.0 0.0
0.0 0.0 0.0
0.0 0.0 0.0
0.0 0.0 0.0
0.0 0.0 0.0
0.0 0.0 0.1
0.0 0.1 -0.1
-0.2 -0.1 0.0
0.1 0.1 0.3
0.0 0.0 0.0
0.1 0.0 -0.2
0.0 0.0 0.0
0.0 0.0 0.0
0.0 0.0 0.0
0.0 0.0 0.0
0.0 0.1 0.0
-0.2 0.0 0.0
-0.1 -0.1 0.0
-0.1 -0.1 0.0
-0.1 -0.9 -1.1
-0.1 -0.1 -0.1
-0.1 0.2 0.0
0.0 -0.2 -0.1
0.2 0.2 0.1
-0.2 -0.2 -0.2
0.1 0.1 0.0
0.0 0.0 0.0
0.0 0.0 0.0
0.0 0.0 0.0

Mulliken atomic charge list, values in e, 4 entries:
1. Pb 1.57
2. C -1.15
3. O -0.36
4. C 0.83